# 1
ORCA calculation (ωB97M-V with the def2-TZVPD basis set) on a 2-piece molecular cluster, C3H6FNO overall.

Summary:
- Kohn-Sham gap (eV) = 10.535
- energy above the lowest of the compared OMol25 structures with the same formula, charge and spin (kJ/mol) = 253.2
- DFT total energy (eV) = -9461.17108

Element x y z (Å)
1 C -2.45271 0.37584 0.27847
2 C 1.00438 -0.25053 -0.59286
3 C -0.31791 -0.87678 -0.24237
4 N -1.13832 0.02573 0.46650
5 O -3.09179 0.13178 -0.69225
6 F -0.06075 -1.96479 0.53434
7 H -2.79007 1.06909 1.18553
8 H 1.99459 -0.68837 -0.11456
9 H 1.20531 -0.36281 -1.64421
10 H 0.89348 0.88174 -0.31028
11 H -1.01321 -1.23223 -0.97076
12 H -0.62943 0.55463 1.67640

Okay, here come the Löwdin numbers, in e, for every atom: atom 1 (C): -0.42, atom 2 (C): -0.03, atom 3 (C): -0.49, atom 4 (N): 0.01, atom 5 (O): 0.05, atom 6 (F): 0.00, atom 7 (H): 0.14, atom 8 (H): 0.12, atom 9 (H): 0.06, atom 10 (H): 0.11, atom 11 (H): 0.15, atom 12 (H): 0.31


# 2
ORCA calculation (ωB97M-V with the def2-TZVPD basis set) on a 4-piece molecular cluster, C33H73FO3P2 overall.

Summary:
- Kohn-Sham gap (eV) = 6.537
- energy above the lowest of the compared OMol25 structures with the same formula, charge and spin (kJ/mol) = 0.0
- DFT total energy (eV) = -62842.85408

Element x y z (Å)
1 F -1.33843 -0.32784 -0.64957
2 C -0.34136 4.83216 -0.24651
3 C -0.15377 3.38953 0.22306
4 C 0.54211 2.47851 -0.80146
5 C -0.34254 2.22385 -2.03615
6 P 0.31714 1.03083 -3.21774
7 C 1.48579 -0.12670 -2.40524
8 C 1.88216 -1.29457 -3.29639
9 C 2.97415 -2.17115 -2.66420
10 C 4.31464 -1.48177 -2.75329
11 C -1.05628 0.04223 -3.86848
12 C -2.21351 0.90494 -4.37720
13 C -3.26342 0.00328 -5.03599
14 C -4.37008 0.84662 -5.66697
15 C 1.17717 1.87295 -4.54747
16 C 2.40104 2.70561 -4.10579
17 C 3.14964 3.30528 -5.29728
18 C 4.23926 4.25438 -4.80342
19 H -0.94547 4.74838 -1.15935
20 H 0.60994 5.31597 -0.44444
21 H -1.01870 5.40330 0.38654
22 H -1.03768 2.89202 0.62100
23 H 0.61627 3.43303 1.00635
24 H 0.83003 1.51978 -0.36725
25 H 1.48826 2.98444 -1.03299
26 H -0.48266 3.19719 -2.51021
27 H -1.27230 1.77471 -1.67376
28 H 0.83559 -0.54941 -1.62741
29 H 2.26188 0.49978 -1.96637
30 H 2.27300 -1.05571 -4.29414
31 H 1.00416 -1.90772 -3.51342
32 H 2.97456 -3.12236 -3.20096
33 H 2.69692 -2.44206 -1.64375
34 H 4.65501 -1.18463 -3.75201
35 H 5.19984 -2.04346 -2.43630
36 H 4.32985 -0.57325 -2.14053
37 H -1.39039 -0.63285 -3.06994
38 H -0.56903 -0.64470 -4.57042
39 H -1.83277 1.66983 -5.05957
40 H -2.61914 1.37632 -3.48080
41 H -3.70289 -0.63182 -4.26742
42 H -2.79665 -0.60615 -5.81037
43 H -5.18073 0.19826 -5.99458
44 H -4.02010 1.43242 -6.52189
45 H -4.70149 1.61748 -4.96684
46 H 0.44617 2.51034 -5.05360
47 H 1.48009 1.06597 -5.22330
48 H 3.11259 1.99096 -3.67916
49 H 1.98334 3.42076 -3.39817
50 H 2.41881 3.89459 -5.86736
51 H 3.47339 2.54071 -6.00262
52 H 3.93545 4.85536 -3.94746
53 H 4.48760 4.95363 -5.60302
54 H 5.13074 3.68928 -4.52675
55 C -4.61087 -3.73687 3.10957
56 C -4.76873 -2.49072 2.24052
57 C -3.56353 -1.54206 2.33783
58 C -2.22557 -2.13947 1.93590
59 P -0.72666 -1.24525 2.38136
60 C 0.76970 -1.46584 1.38500
61 C 1.90939 -0.54885 1.76421
62 C 3.17444 -0.71811 0.89323
63 C 4.29680 -1.47638 1.58919
64 C -0.20129 -1.96827 3.94935
65 C -1.11743 -1.84966 5.16513
66 C -0.53230 -2.35599 6.46809
67 C -0.68919 -3.88659 6.63156
68 C -1.12829 0.46785 2.81112
69 C -0.18473 1.27659 3.70341
70 C -0.68757 2.70051 3.95696
71 C 0.21398 3.41600 4.96266
72 H -5.50223 -4.36347 3.10324
73 H -4.28411 -3.49507 4.12370
74 H -3.84662 -4.38263 2.67213
75 H -5.65837 -1.87365 2.35201
76 H -4.78152 -2.87476 1.21265
77 H -3.52167 -1.29418 3.40958
78 H -3.82798 -0.65817 1.75849
79 H -2.23355 -2.17088 0.83713
80 H -2.07135 -3.19145 2.18340
81 H 0.52353 -1.37391 0.32580
82 H 0.89364 -2.55104 1.50736
83 H 2.25005 -0.54951 2.80477
84 H 1.61118 0.49448 1.62269
85 H 3.56743 0.26837 0.61997
86 H 2.82446 -1.14192 -0.04869
87 H 3.91822 -2.48979 1.73904
88 H 4.72160 -1.02350 2.48443
89 H 5.18354 -1.54629 0.95050
90 H 0.86400 -1.81585 4.12102
91 H -0.24732 -3.03191 3.65337
92 H -2.10898 -2.28515 5.02906
93 H -1.33837 -0.77655 5.24658
94 H -1.14532 -1.98165 7.29568
95 H 0.45919 -2.01110 6.76177
96 H -1.44344 -4.15264 7.37733
97 H 0.18468 -4.31199 7.13404
98 H -0.91863 -4.42818 5.71601
99 H -2.13714 0.59948 3.20128
100 H -1.08887 0.98281 1.84013
101 H 0.81711 1.39339 3.28280
102 H 0.03008 0.81993 4.67536
103 H -1.65241 2.61738 4.47112
104 H -0.84318 3.26018 3.03613
105 H 0.09840 3.00782 5.96441
106 H -0.00038 4.48749 4.98044
107 H 1.27122 3.40235 4.67959
108 O -1.46857 -3.00515 -1.64612
109 C -0.83578 -3.99631 -0.97662
110 O -0.83005 -5.16411 -1.40403
111 O -0.21460 -3.69150 0.10934
112 H -1.22324 -2.21685 -1.14963

Löwdin population analysis, charges in e, atoms 1 to 99: atom 1 (F): -0.53, atom 2 (C): -0.09, atom 3 (C): -0.27, atom 4 (C): -0.25, atom 5 (C): -0.27, atom 6 (P): 1.02, atom 7 (C): -0.26, atom 8 (C): -0.24, atom 9 (C): -0.24, atom 10 (C): -0.12, atom 11 (C): -0.27, atom 12 (C): -0.25, atom 13 (C): -0.25, atom 14 (C): -0.12, atom 15 (C): -0.28, atom 16 (C): -0.24, atom 17 (C): -0.26, atom 18 (C): -0.11, atom 19 (H): 0.06, atom 20 (H): 0.08, atom 21 (H): 0.07, atom 22 (H): 0.10, atom 23 (H): 0.10, atom 24 (H): 0.08, atom 25 (H): 0.11, atom 26 (H): 0.09, atom 27 (H): 0.08, atom 28 (H): 0.08, atom 29 (H): 0.08, atom 30 (H): 0.11, atom 31 (H): 0.11, atom 32 (H): 0.12, atom 33 (H): 0.10, atom 34 (H): 0.07, atom 35 (H): 0.07, atom 36 (H): 0.06, atom 37 (H): 0.09, atom 38 (H): 0.10, atom 39 (H): 0.11, atom 40 (H): 0.11, atom 41 (H): 0.12, atom 42 (H): 0.11, atom 43 (H): 0.07, atom 44 (H): 0.07, atom 45 (H): 0.07, atom 46 (H): 0.10, atom 47 (H): 0.10, atom 48 (H): 0.11, atom 49 (H): 0.10, atom 50 (H): 0.11, atom 51 (H): 0.11, atom 52 (H): 0.07, atom 53 (H): 0.07, atom 54 (H): 0.07, atom 55 (C): -0.10, atom 56 (C): -0.25, atom 57 (C): -0.26, atom 58 (C): -0.26, atom 59 (P): 1.05, atom 60 (C): -0.27, atom 61 (C): -0.24, atom 62 (C): -0.26, atom 63 (C): -0.10, atom 64 (C): -0.27, atom 65 (C): -0.25, atom 66 (C): -0.25, atom 67 (C): -0.10, atom 68 (C): -0.25, atom 69 (C): -0.26, atom 70 (C): -0.26, atom 71 (C): -0.11, atom 72 (H): 0.07, atom 73 (H): 0.07, atom 74 (H): 0.07, atom 75 (H): 0.10, atom 76 (H): 0.11, atom 77 (H): 0.09, atom 78 (H): 0.11, atom 79 (H): 0.08, atom 80 (H): 0.10, atom 81 (H): 0.06, atom 82 (H): 0.09, atom 83 (H): 0.10, atom 84 (H): 0.08, atom 85 (H): 0.10, atom 86 (H): 0.07, atom 87 (H): 0.08, atom 88 (H): 0.07, atom 89 (H): 0.07, atom 90 (H): 0.10, atom 91 (H): 0.10, atom 92 (H): 0.10, atom 93 (H): 0.09, atom 94 (H): 0.10, atom 95 (H): 0.11, atom 96 (H): 0.07, atom 97 (H): 0.07, atom 98 (H): 0.07, atom 99 (H): 0.09